Below is C26H29Cl48FGaN2S2 as an isolated structure in a non-equilibrium geometry, with properties calculated with ωB97M-V/def2-TZVPD.

Cartesian coordinates (Å):
C: 4.52 -4.10 1.62
C: 3.20 -4.00 2.12
Ga: 1.52 -4.89 1.25
N: 1.80 -4.84 -0.66
F: 1.30 -6.65 1.92
C: -0.06 -3.71 1.88
C: -1.46 -4.32 1.57
C: -2.06 -3.97 0.16
C: -1.22 -2.99 -0.68
N: -1.27 -1.60 -0.18
C: -2.59 -0.99 -0.30
C: -3.45 -1.13 1.00
C: -3.40 0.12 1.96
C: -2.82 -0.34 3.35
C: -0.25 -0.83 -0.82
S: 0.10 -0.83 -2.45
S: 0.81 0.26 0.21
C: 2.50 -0.28 -0.37
C: 3.45 -0.53 0.84
C: 4.95 -0.54 0.40
H: 4.96 -3.28 1.01
H: 5.15 -4.97 1.86
H: 3.01 -3.35 3.02
H: 2.42 -5.63 -0.87
H: 2.37 -4.02 -0.89
H: 0.04 -3.70 2.99
H: 0.06 -2.65 1.57
H: -2.16 -3.99 2.36
H: -1.44 -5.43 1.65
H: -3.12 -3.64 0.30
H: -2.12 -4.91 -0.42
H: -0.16 -3.29 -0.80
H: -1.66 -2.99 -1.72
H: -2.42 0.10 -0.44
H: -3.19 -1.34 -1.17
H: -4.50 -1.34 0.71
H: -3.09 -2.00 1.59
H: -2.87 0.99 1.54
H: -4.45 0.41 2.16
H: -2.39 0.50 3.94
H: -2.06 -1.14 3.25
H: -3.63 -0.76 3.99
H: 2.38 -1.24 -0.91
H: 2.95 0.44 -1.08
H: 3.19 -1.46 1.39
H: 3.31 0.30 1.55
H: 5.55 -0.39 1.32
H: 5.27 -1.52 -0.01
H: 5.19 0.26 -0.33
C: 2.28 2.16 -4.99
Cl: 1.14 3.13 -4.03
Cl: 1.41 0.81 -5.73
Cl: 3.01 3.15 -6.27
Cl: 3.55 1.54 -3.93
C: -2.86 -9.21 -0.81
Cl: -3.94 -9.39 0.60
Cl: -1.23 -8.82 -0.26
Cl: -2.84 -10.74 -1.72
Cl: -3.48 -7.91 -1.85
C: 0.36 -5.95 -4.16
Cl: 1.96 -6.60 -3.77
Cl: -0.03 -6.35 -5.85
Cl: -0.86 -6.69 -3.11
Cl: 0.39 -4.18 -3.99
C: 3.97 6.77 -4.14
Cl: 5.35 6.44 -3.08
Cl: 4.53 6.82 -5.83
Cl: 2.76 5.50 -3.96
Cl: 3.26 8.34 -3.71
C: -4.92 2.70 -1.40
Cl: -3.26 2.74 -2.01
Cl: -5.55 1.05 -1.52
Cl: -4.94 3.22 0.30
Cl: -5.94 3.79 -2.36
C: 8.42 1.02 3.84
Cl: 10.12 1.15 3.37
Cl: 7.88 -0.66 3.65
Cl: 8.23 1.52 5.53
Cl: 7.44 2.08 2.80
C: -9.32 6.14 -1.63
Cl: -10.69 5.02 -1.62
Cl: -9.91 7.81 -1.54
Cl: -8.27 5.80 -0.24
Cl: -8.40 5.93 -3.13
C: -6.50 -6.98 3.24
Cl: -5.27 -5.72 3.16
Cl: -5.71 -8.57 3.25
Cl: -7.45 -6.79 4.72
Cl: -7.56 -6.86 1.83
C: 2.93 3.21 3.74
Cl: 2.46 2.97 5.44
Cl: 4.64 2.77 3.54
Cl: 1.91 2.19 2.70
Cl: 2.70 4.91 3.30
C: 2.92 9.26 3.31
Cl: 1.78 10.27 4.21
Cl: 2.06 7.89 2.59
Cl: 3.68 10.22 2.03
Cl: 4.17 8.65 4.41
C: -7.29 10.75 -0.05
Cl: -7.30 9.00 -0.31
Cl: -7.29 11.58 -1.61
Cl: -8.73 11.22 0.88
Cl: -5.83 11.20 0.86
C: 7.63 1.41 -4.98
Cl: 9.02 1.09 -3.93
Cl: 8.15 1.39 -6.68
Cl: 6.40 0.17 -4.73
Cl: 6.95 3.00 -4.60

As for the charge: -1. For the total energy, the calculation gives -708247.131 eV.

Atomic partial charges in e from the Löwdin method, atoms 1 to 6:
1 C -0.139
2 C -0.232
3 Ga 0.357
4 N -0.101
5 F -0.405
6 C -0.237


Below is an isolated ion of composition C26H29F2Si and charge +1 in a non-equilibrium geometry, with properties calculated with ωB97M-V/def2-TZVPD.

Cartesian coordinates (Å):
C: 1.38 3.95 -0.18
Si: 1.24 2.75 1.29
C: 2.82 1.78 1.33
C: 1.15 3.78 2.91
C: -0.31 1.56 1.24
C: -0.21 0.21 0.49
C: -1.56 2.21 1.39
C: -2.74 1.43 1.61
C: -3.98 2.04 1.62
C: -4.06 3.44 1.51
C: -2.92 4.25 1.36
C: -1.68 3.64 1.33
H: 2.17 4.66 0.05
H: 1.64 3.37 -1.08
H: 0.45 4.49 -0.39
H: 3.64 2.50 1.33
H: 2.86 1.20 2.25
H: 2.91 1.13 0.48
H: 1.93 4.53 2.84
H: 0.18 4.25 3.08
H: 1.35 3.08 3.73
H: -0.84 0.59 -0.35
H: 0.87 0.34 0.33
H: -2.58 0.37 1.80
H: -4.88 1.42 1.73
H: -5.03 3.93 1.59
H: -2.96 5.34 1.32
H: -0.79 4.23 1.27
C: 2.73 -5.83 1.53
C: 2.16 -4.50 1.29
C: 2.19 -3.98 -0.01
F: 2.72 -4.72 -1.02
C: 1.55 -2.80 -0.36
C: 0.75 -2.17 0.61
C: -0.37 -1.14 0.14
C: -0.50 -1.18 -1.48
C: -0.92 -2.35 -2.08
C: -1.30 -2.35 -3.41
F: -1.71 -3.53 -3.96
C: -1.26 -1.21 -4.20
C: -1.69 -1.15 -5.62
C: -0.75 -0.06 -3.62
C: -0.33 -0.03 -2.29
C: 0.93 -2.50 1.96
C: 1.58 -3.70 2.27
H: 2.82 -6.00 2.61
H: 2.17 -6.68 1.12
H: 3.74 -5.90 1.10
H: 1.58 -2.45 -1.40
H: -1.31 -1.56 0.53
H: -0.94 -3.25 -1.47
H: -1.81 -0.08 -5.89
H: -0.94 -1.56 -6.32
H: -2.64 -1.65 -5.82
H: -0.70 0.84 -4.23
H: 0.08 0.93 -1.92
H: 0.55 -1.84 2.74
H: 1.57 -4.05 3.30

The calculation puts the relative energy (zero: lowest compared OMol25 entry of this formula, charge and spin) at 1.9028 eV. As for the charge: +1. For the total energy, the calculation gives -40735.981 eV.

Atomic partial charges in e from the Löwdin method, atoms 1 to 6:
1 C -0.150
2 Si 0.586
3 C -0.165
4 C -0.145
5 C 0.013
6 C -0.162


Below is C26H29F3N3O2PSSn as an isolated structure in a non-equilibrium geometry, with properties calculated with ωB97M-V/def2-TZVPD.

Cartesian coordinates (Å):
Sn: 0.15 1.01 1.36
F: -5.25 3.07 0.45
C: -4.46 3.41 -0.57
F: -4.48 2.41 -1.46
F: -4.97 4.49 -1.15
C: -3.03 3.66 -0.13
C: -2.34 4.77 -0.63
C: -1.03 4.98 -0.26
C: -0.41 4.06 0.57
N: -1.05 2.99 1.04
C: -2.34 2.80 0.70
S: -3.06 1.37 1.50
H: -2.85 5.46 -1.28
H: -0.48 5.84 -0.62
H: 0.62 4.18 0.88
O: -3.23 0.15 0.33
C: -2.13 -0.22 -0.33
O: -1.19 0.57 -0.45
C: -2.09 -1.62 -0.75
P: -0.72 -2.31 0.36
C: -0.72 -4.08 -0.04
C: -1.88 -4.80 -0.32
C: -1.80 -6.17 -0.52
C: -0.58 -6.82 -0.44
C: 0.58 -6.10 -0.18
C: 0.51 -4.73 0.01
C: -1.52 -2.24 2.01
C: -0.64 -2.25 3.09
C: -1.11 -2.24 4.39
C: -2.47 -2.20 4.63
C: -3.36 -2.18 3.57
C: -2.89 -2.21 2.26
H: -1.72 -1.71 -1.77
H: -3.05 -2.11 -0.63
H: -2.84 -4.32 -0.36
H: -2.70 -6.73 -0.74
H: -0.53 -7.89 -0.59
H: 1.53 -6.61 -0.12
H: 1.41 -4.16 0.20
H: 0.43 -2.35 2.91
H: -0.42 -2.30 5.22
H: -2.85 -2.19 5.64
H: -4.43 -2.17 3.75
H: -3.61 -2.24 1.45
C: 5.00 -0.05 -0.47
C: 4.68 1.44 -0.49
N: 3.58 1.77 -1.40
C: 3.99 2.30 -2.71
C: 4.26 3.79 -2.66
C: 2.32 1.61 -1.05
C: 1.24 1.93 -2.04
N: 1.96 1.15 0.15
H: 5.85 -0.24 0.18
H: 5.25 -0.40 -1.47
H: 4.15 -0.64 -0.12
H: 5.55 2.00 -0.83
H: 4.45 1.82 0.51
H: 3.22 2.07 -3.45
H: 4.88 1.75 -3.01
H: 3.37 4.35 -2.37
H: 4.58 4.14 -3.64
H: 5.05 4.03 -1.95
H: 1.32 2.96 -2.39
H: 0.26 1.79 -1.59
H: 1.31 1.27 -2.90
H: 2.75 0.91 0.74

The calculation puts the relative energy (zero: lowest compared OMol25 entry of this formula, charge and spin) at 1.9420 eV. As for the charge: +2. For the total energy, the calculation gives -70092.811 eV.

Atomic partial charges in e from the Löwdin method, atoms 1 to 6:
1 Sn 1.357
2 F 0.161
3 C -0.610
4 F 0.169
5 F 0.183
6 C -0.054